No. 1
{"formula": "C6H16NO", "method": "ωB97M-V with the def2-TZVPD basis set", "spin_multiplicity": 1, "gap_ha": 0.33819, "total_charge": 1, "e_homo_ev": -12.56, "lumo_energy_ev": -3.359, "species": ["O", "N", "C", "C", "C", "C", "C", "C", "H", "H", "H", "H", "H", "H", "H", "H", "H", "H", "H", "H", "H", "H", "H", "H"], "positions_angstrom": [[0.496, -4.219, -0.770], [-0.783, -2.108, 0.031], [0.507, 1.565, -0.536], [0.543, 2.307, 0.768], [-0.393, 0.316, -0.541], [1.106, 1.883, -1.681], [-0.757, 2.351, 1.615], [-0.034, -0.827, 0.353], [1.551, 2.893, -1.710], [-0.772, 2.291, 2.689], [-1.688, -2.116, 0.495], [1.152, 3.185, 0.584], [1.290, -4.283, -1.308], [1.429, 1.851, 1.356], [1.020, 1.345, -2.580], [-1.527, 1.600, 1.350], [1.128, -0.956, 0.399], [-1.450, 0.594, -0.463], [-0.253, -2.930, 0.508], [-1.316, 3.284, 1.354], [-0.146, -0.511, 1.406], [-0.830, -2.293, -0.991], [0.077, -5.084, -0.776], [-0.352, -0.138, -1.551]], "nbo_charge": [-0.99, -0.70, 0.03, -0.48, -0.46, -0.37, -0.63, -0.25, 0.21, 0.24, 0.44, 0.25, 0.51, 0.22, 0.21, 0.20, 0.24, 0.23, 0.49, 0.23, 0.24, 0.46, 0.50, 0.20]}



No. 2
{"formula": "C4H15NO2", "method": "ωB97M-V with the def2-TZVPD basis set", "spin_multiplicity": 1, "gap_ha": 0.22053, "e_homo_ev": -8.43, "lumo_energy_ev": -2.428, "species": ["O", "O", "N", "C", "C", "C", "C", "H", "H", "H", "H", "H", "H", "H", "H", "H", "H", "H", "H", "H", "H", "H"], "positions_angstrom": [[-0.603, -1.412, 2.504], [1.071, -1.486, 0.508], [-0.324, 0.468, -0.347], [-0.281, -1.165, -2.124], [0.204, 1.808, 0.067], [0.010, 0.284, -1.744], [-0.102, 1.897, 1.551], [-0.394, -1.624, -1.030], [-1.335, -1.137, -2.393], [0.266, -0.445, 0.002], [2.010, -1.301, 0.491], [-0.858, -1.805, -0.294], [1.265, 1.995, -0.119], [1.083, 0.464, -1.899], [0.115, -1.557, 1.823], [-0.610, 0.882, -2.491], [0.003, 0.872, 1.911], [-1.050, -2.258, 2.584], [0.541, -1.685, -2.599], [-0.413, 2.542, -0.446], [-1.121, 2.129, 1.863], [0.523, 2.534, 2.181]], "nbo_charge": [-0.99, -1.20, -0.65, -0.24, -0.23, -0.26, -0.63, -0.05, 0.23, 0.43, 0.47, 0.51, 0.18, 0.18, 0.51, 0.20, 0.24, 0.45, 0.26, 0.18, 0.21, 0.21]}



No. 3
{"formula": "CH8N4P", "method": "ωB97M-V with the def2-TZVPD basis set", "spin_multiplicity": 1, "gap_ha": [0.32013, 0.25405], "total_charge": 1, "e_homo_ev": [-13.91, -12.72], "lumo_energy_ev": [-5.196, -5.811], "species": ["P", "N", "N", "N", "N", "C", "H", "H", "H", "H", "H", "H", "H", "H"], "positions_angstrom": [[-3.279, 0.077, 0.292], [1.447, 0.603, 0.354], [-1.948, 0.383, -0.561], [2.815, 0.419, 0.723], [0.445, -1.283, -0.740], [0.489, -0.076, -0.222], [-1.957, 1.130, -1.169], [-2.672, -0.670, 1.354], [-3.739, 1.068, 1.095], [3.425, 0.801, 0.014], [-0.543, -1.550, -1.100], [1.128, -1.948, -1.116], [3.010, -0.540, 0.900], [1.378, 1.587, 0.175]], "nbo_charge": [0.84, -0.44, -1.01, -0.62, -0.82, 0.65, 0.37, -0.01, -0.03, 0.38, 0.46, 0.44, 0.38, 0.42]}



No. 4
{"formula": "C17H34Cl34", "method": "ωB97M-V with the def2-TZVPD basis set", "spin_multiplicity": 1, "gap_ha": 0.39030, "e_homo_ev": -10.54, "lumo_energy_ev": 0.083, "species": ["Cl", "Cl", "Cl", "Cl", "Cl", "Cl", "Cl", "Cl", "Cl", "Cl", "Cl", "Cl", "Cl", "Cl", "Cl", "Cl", "Cl", "Cl", "Cl", "Cl", "Cl", "Cl", "Cl", "Cl", "Cl", "Cl", "Cl", "Cl", "Cl", "Cl", "Cl", "Cl", "Cl", "Cl", "C", "C", "C", "C", "C", "C", "C", "C", "C", "C", "C", "C", "C", "C", "C", "C", "C", "H", "H", "H", "H", "H", "H", "H", "H", "H", "H", "H", "H", "H", "H", "H", "H", "H", "H", "H", "H", "H", "H", "H", "H", "H", "H", "H", "H", "H", "H", "H", "H", "H", "H"], "positions_angstrom": [[2.080, -2.600, 3.458], [-5.256, -0.917, -2.369], [-3.073, 3.183, 3.685], [0.547, -3.881, 5.728], [1.254, -4.194, -6.696], [2.408, 6.560, 4.622], [1.797, -4.918, 0.791], [-1.237, -5.164, -1.744], [-1.316, -1.352, -1.211], [4.002, -1.181, 6.242], [1.367, -0.013, 5.735], [-0.215, -1.965, -5.711], [-3.366, 3.100, -5.783], [4.048, -4.538, -1.114], [-3.166, 0.320, -4.120], [1.303, 4.866, 0.198], [4.989, 2.596, 5.587], [-2.617, -1.441, 4.309], [5.669, 2.208, 2.777], [-0.010, -0.164, 1.198], [2.118, -0.204, -3.224], [-3.897, -3.163, 2.502], [4.006, -0.364, 1.306], [-4.855, -4.821, -1.475], [0.543, -6.802, -3.535], [-2.143, 4.022, -2.211], [1.167, 4.148, 3.282], [-3.554, 2.669, 0.856], [-3.960, 6.148, -1.370], [5.566, 0.345, -1.124], [-0.761, 3.718, -7.044], [0.324, 1.880, -2.452], [4.053, 3.951, -0.072], [-6.690, -4.386, 0.817], [0.810, 0.819, -3.803], [1.930, 5.783, 3.086], [0.484, -3.102, 4.115], [-3.912, -1.205, -3.569], [4.545, 1.773, 4.073], [3.085, -3.840, 0.182], [2.427, 3.602, -0.592], [-1.260, 0.080, -0.031], [-6.142, -5.493, -0.431], [2.492, -0.552, 6.928], [0.357, -5.924, -1.967], [-4.216, -1.663, 3.433], [-1.722, 3.669, -5.535], [0.809, -2.563, -7.014], [5.488, -0.699, 0.294], [-3.028, 3.932, 2.056], [-2.296, 5.663, -1.468], [-1.306, 1.038, -0.550], [2.121, 2.688, -0.082], [-1.190, 3.014, -4.845], [-4.287, -1.831, -4.379], [6.340, -0.501, 0.943], [-3.147, -1.768, -3.033], [-0.156, -2.220, 4.092], [3.501, 1.954, 3.819], [0.078, -3.829, 3.412], [-3.725, 4.769, 1.993], [1.207, 6.461, 2.633], [-2.034, 4.300, 1.801], [1.182, 1.526, -4.544], [-5.714, -6.394, 0.006], [1.705, -1.973, -7.209], [0.009, 0.148, -4.115], [2.604, -3.004, -0.327], [2.023, -1.395, 7.436], [-1.688, 4.693, -5.162], [-1.804, 6.333, -2.173], [-7.023, -5.696, -1.041], [4.614, 0.696, 4.222], [-4.957, -1.821, 4.217], [-1.768, 5.735, -0.517], [0.144, -2.473, -7.873], [3.713, -3.501, 1.005], [0.552, -6.709, -1.236], [5.545, -1.749, 0.006], [2.819, 5.611, 2.478], [2.741, 0.249, 7.623], [-4.399, -0.808, 2.782], [1.065, -5.100, -1.871], [2.415, 3.640, -1.681], [-2.159, -0.007, 0.578]], "lowdin_charge": [0.45, 0.45, 0.49, 0.50, 0.55, 0.50, 0.54, 0.48, 0.48, 0.51, 0.55, 0.53, 0.51, 0.53, 0.48, 0.45, 0.50, 0.45, 0.49, 0.51, 0.51, 0.46, 0.46, 0.47, 0.47, 0.48, 0.44, 0.47, 0.55, 0.51, 0.49, 0.53, 0.53, 0.50, -0.99, -1.02, -1.00, -0.98, -1.06, -1.03, -0.95, -0.97, -1.01, -1.03, -1.03, -0.88, -1.06, -1.06, -0.96, -0.94, -1.01, -0.03, 0.01, -0.03, 0.04, 0.02, -0.05, -0.06, 0.01, 0.02, 0.03, 0.01, 0.01, 0.03, 0.03, 0.04, -0.05, 0.02, 0.01, 0.01, 0.02, 0.02, -0.03, 0.03, 0.01, 0.02, 0.00, 0.01, 0.01, -0.01, 0.03, 0.03, -0.03, 0.01, -0.02]}



Short version: energy above the lowest of the compared OMol25 structures with the same formula, charge and spin = 2.0223, 7.5406, 6.4214, 0.7284 eV, in the order given.
Short version: largest force on an atom = 3.33, 2.64, 3.35, 1.96 eV Å⁻¹, in the order given.